No. 1
# C42H84O42

14 unconnected molecules or ions with the total composition C42H84O42 at a distorted geometry (ωB97M-V/def2-TZVPD, OMol25).

Net charge: 0
Kohn-Sham gap (eV): 10.92
Highest occupied orbital energy (Ha): -0.3848

```
168
C42H84O42 (ωB97M-V/def2-TZVPD)
C -18.06 -1.42 16.67
O -17.79 0.05 16.73
C -18.72 0.68 17.41
O -19.77 0.22 17.80
O -18.29 1.94 17.53
C -19.20 2.82 18.26
H -17.84 -1.81 17.63
H -17.38 -1.84 15.94
H -19.10 -1.64 16.37
H -18.61 3.74 18.28
H -19.44 2.49 19.26
H -20.14 2.97 17.75
C -17.82 -6.41 11.44
O -17.94 -7.83 11.42
C -19.12 -8.35 11.28
O -20.17 -7.80 11.07
O -18.96 -9.69 11.45
C -20.17 -10.47 11.31
H -17.23 -6.02 10.59
H -17.34 -6.19 12.38
H -18.83 -6.00 11.40
H -20.90 -10.29 12.11
H -19.74 -11.47 11.35
H -20.66 -10.38 10.35
C -25.20 0.60 20.42
O -24.85 -0.67 21.04
C -25.62 -1.66 20.64
O -26.44 -1.68 19.79
O -25.30 -2.70 21.46
C -26.14 -3.86 21.27
H -24.73 0.78 19.46
H -24.75 1.40 21.06
H -26.19 0.94 20.42
H -25.94 -4.42 20.39
H -27.17 -3.64 21.26
H -25.88 -4.49 22.13
C -23.50 -7.83 19.36
O -24.22 -7.76 18.02
C -25.05 -6.72 17.84
O -25.29 -5.87 18.64
O -25.66 -6.87 16.68
C -26.56 -5.85 16.29
H -24.07 -8.45 20.02
H -23.54 -6.79 19.73
H -22.49 -8.22 19.21
H -26.67 -6.06 15.25
H -26.16 -4.84 16.54
H -27.52 -5.96 16.81
C -22.13 -1.38 12.53
O -21.48 -1.83 13.73
C -20.53 -2.76 13.49
O -20.29 -3.12 12.39
O -19.96 -3.10 14.63
C -19.25 -4.33 14.46
H -21.39 -1.04 11.82
H -22.80 -0.56 12.84
H -22.82 -2.20 12.18
H -18.88 -4.59 15.47
H -18.46 -4.20 13.73
H -19.95 -5.09 14.16
C -27.46 0.82 16.99
O -26.05 1.11 17.22
C -25.21 0.25 16.61
O -25.51 -0.78 16.08
O -23.94 0.78 16.73
C -22.84 -0.05 16.16
H -27.67 0.90 15.92
H -27.98 1.61 17.52
H -27.69 -0.20 17.36
H -22.02 -0.26 16.85
H -22.52 0.55 15.34
H -23.23 -1.02 15.81
C -13.40 -8.08 18.44
O -14.32 -8.79 19.28
C -15.51 -8.22 19.25
O -15.87 -7.44 18.42
O -16.12 -8.58 20.36
C -17.49 -8.15 20.43
H -13.93 -7.91 17.50
H -12.62 -8.77 18.24
H -13.11 -7.09 18.82
H -18.09 -8.72 19.72
H -17.57 -7.05 20.22
H -17.72 -8.34 21.49
C -25.11 -5.90 26.49
O -23.92 -5.87 25.77
C -24.07 -5.48 24.50
O -25.05 -5.10 23.95
O -22.88 -5.72 23.87
C -22.87 -5.34 22.50
H -24.85 -6.10 27.51
H -25.83 -6.53 25.97
H -25.60 -4.94 26.56
H -23.19 -4.35 22.31
H -23.56 -6.01 21.93
H -21.86 -5.64 22.18
C -20.73 -7.90 15.43
O -19.34 -8.12 15.67
C -19.12 -9.16 16.46
O -19.93 -9.85 17.07
O -17.81 -9.36 16.69
C -16.91 -8.97 15.68
H -21.11 -7.02 15.93
H -21.28 -8.80 15.86
H -20.78 -7.77 14.36
H -17.24 -9.28 14.66
H -15.92 -9.51 15.83
H -16.68 -7.88 15.64
C -10.59 -3.55 16.86
O -11.89 -2.99 17.06
C -12.91 -3.88 16.97
O -12.76 -4.99 16.61
O -14.05 -3.23 17.36
C -15.18 -4.18 17.60
H -9.96 -2.70 16.67
H -10.71 -4.22 15.96
H -10.38 -4.22 17.69
H -14.82 -4.96 18.27
H -15.34 -4.67 16.66
H -16.02 -3.67 18.02
C -23.32 -4.35 15.94
O -23.76 -4.23 14.54
C -22.99 -4.94 13.68
O -22.02 -5.58 13.99
O -23.36 -4.77 12.41
C -22.68 -5.67 11.56
H -24.13 -3.84 16.53
H -22.33 -3.93 16.01
H -23.23 -5.42 16.19
H -21.59 -5.41 11.60
H -23.02 -5.51 10.51
H -22.78 -6.70 11.87
C -17.59 -3.27 21.94
O -17.59 -2.39 20.84
C -16.29 -2.12 20.48
O -15.31 -2.44 21.11
O -16.31 -1.35 19.38
C -15.14 -0.55 19.07
H -16.93 -4.10 21.76
H -18.63 -3.64 22.10
H -17.36 -2.70 22.79
H -15.48 0.18 18.37
H -14.40 -1.24 18.64
H -14.68 -0.14 20.00
C -23.05 -0.32 24.53
O -22.18 0.55 23.84
C -21.66 0.00 22.75
O -21.82 -1.13 22.29
O -20.69 0.79 22.25
C -20.24 0.28 20.92
H -23.95 -0.44 23.95
H -23.39 0.31 25.37
H -22.56 -1.21 24.91
H -21.05 0.15 20.17
H -19.73 -0.61 21.10
H -19.46 0.96 20.54
C -23.10 -2.92 19.28
O -21.86 -3.08 18.64
C -20.93 -3.84 19.12
O -20.95 -4.38 20.21
O -19.98 -3.96 18.19
C -18.96 -4.92 18.38
H -22.97 -2.84 20.36
H -23.85 -3.68 19.07
H -23.54 -2.01 18.90
H -18.54 -4.97 17.32
H -19.43 -5.84 18.62
H -18.21 -4.67 19.10
```


No. 2
# C5H12N2O

C5H12N2O in the gas phase at a distorted geometry (ωB97M-V/def2-TZVPD, OMol25).

Net charge: 0
Kohn-Sham gap (eV): 9.84
Highest occupied orbital energy (Ha): -0.3304
Structure (SMILES): C[C@@H](CN)N(C)C=O

```
20
C5H12N2O (ωB97M-V/def2-TZVPD)
C -1.57 -0.04 -0.64
N -0.28 -0.39 -0.76
C 0.13 -1.28 -1.82
C 0.95 1.72 -0.22
C 0.76 0.20 0.08
C 0.44 -0.06 1.55
N 1.53 0.30 2.43
O -2.50 -0.57 -1.23
H -1.75 0.80 0.04
H 0.56 -2.20 -1.43
H -0.71 -1.48 -2.47
H 0.92 -0.81 -2.40
H 0.87 2.28 0.71
H 0.16 2.06 -0.88
H 1.94 1.89 -0.65
H 1.68 -0.34 -0.16
H -0.47 0.45 1.84
H 0.18 -1.12 1.64
H 1.92 -0.42 3.01
H 1.42 1.22 2.82
```


E_LUMO (computed, eV): 0.4; 0.8
ΔE to the lowest compared entry with this formula, charge and spin (computed, kcal/mol): 68.44; 30.43